The following is a DFT calculation (wB97M-V/def2-TZVPD) of an isolated molecule of C5H5N at a distorted geometry.

Output
- Orbital gap: 10.7 eV
- SMILES: CCC#CC#N
- Molecular weight: 79.10 g/mol
- Electronic energy: -248.18755 a.u.
- Relative energy (zero: lowest compared OMol25 entry of this formula, charge and spin): 229.70 kJ/mol

```
11
Properties=species:S:1:pos:R:3:forces:R:3:nbo_charge:R:1
C -1.4747 -0.9069 0.1750 -0.095 -0.286 -0.063 -0.601
C -0.8448 0.4837 -0.0263 -0.060 0.043 0.069 -0.485
C 0.5027 0.4191 -0.6439 0.645 0.371 1.227 0.155
C 1.7124 0.4476 -0.5674 -0.529 -0.043 -0.249 -0.165
C 3.0492 0.5661 -0.2198 0.806 0.109 0.243 0.226
N 4.1278 0.6997 0.1891 -1.039 -0.189 -0.574 -0.266
H -1.1601 -1.3703 1.1166 0.037 0.191 -0.193 0.218
H -1.1826 -1.5858 -0.6258 0.011 0.047 -0.028 0.218
H -2.5670 -0.8796 0.1683 0.130 0.207 0.089 0.219
H -0.6278 0.9454 0.9519 -0.223 -0.148 -0.274 0.243
H -1.5350 1.1809 -0.5178 0.317 -0.303 -0.247 0.239
```
Positions in Å, forces in eV/Å.

***

The following is a DFT calculation (wB97M-V/def2-TZVPD) of a cluster of 2 separate species, C5H10O2 in total at a distorted geometry.

Output
- Orbital gap: 9.5 eV
- SMILES: C/C=C/C=C/O.O
- Molecular weight: 102.13 g/mol
- Electronic energy: -346.93068 a.u.
- Relative energy (zero: lowest compared OMol25 entry of this formula, charge and spin): 248.76 kJ/mol

```
17
Properties=species:S:1:pos:R:3:forces:R:3:nbo_charge:R:1
C -1.4083 0.8251 2.6529 0.381 0.069 -0.821 -0.643
C -0.4970 -0.0575 1.8108 -1.489 0.379 1.117 -0.165
C -0.0625 0.2716 0.6135 0.922 -1.376 -1.259 -0.234
C 0.7809 -0.6971 -0.1766 -0.101 1.329 0.700 -0.346
C 0.3212 -1.6079 -1.0129 0.383 -0.393 0.063 0.149
O 1.1025 -2.4584 -1.7355 0.650 -0.234 -0.262 -0.686
H -2.3792 0.3679 2.8204 -0.078 -0.324 0.025 0.212
H -1.0026 1.0751 3.6400 0.066 0.113 -0.305 0.212
H -1.6006 1.7004 2.0270 0.031 0.321 0.543 0.212
H -0.3511 -1.0592 2.2047 0.392 -0.003 -0.171 0.193
H -0.1723 1.1845 0.0441 -0.473 0.530 0.676 0.231
H 1.8388 -0.4310 -0.0606 -0.046 -0.677 -0.398 0.197
H -0.7264 -1.8224 -1.1980 0.057 0.198 0.174 0.186
H 2.0466 -2.3265 -1.5221 -0.704 0.042 -0.059 0.475
O -0.2066 2.8200 -1.6501 0.554 0.104 -0.568 -0.929
H 0.6544 3.2575 -1.6311 -0.104 0.127 0.448 0.466
H -0.1887 2.4957 -2.5600 -0.440 -0.206 0.097 0.469
```
Positions in Å, forces in eV/Å.

***

The following is a DFT calculation (wB97M-V/def2-TZVPD) of a structure of composition C39H44I2N11OSTl.

Output
- Orbital gap: 6.5 eV
- Molecular weight: 1173.12 g/mol
- Electronic energy: -3355.66031 a.u.
- Relative energy (zero: lowest compared OMol25 entry of this formula, charge and spin): 177.09 kJ/mol
- Charge: +2

```
99
Properties=species:S:1:pos:R:3:forces:R:3:lowdin_charge:R:1
Tl 0.4364 0.4369 -0.3861 -0.086 -0.137 0.293 1.095
I 7.7698 1.3431 2.0705 -0.008 -0.010 0.015 0.912
C 5.9767 0.9955 1.0758 -0.046 0.006 -0.012 -0.741
C 5.7962 -0.1638 0.3406 -0.027 0.028 0.036 -0.218
C 4.5959 -0.3794 -0.3208 0.049 -0.011 -0.208 -0.613
I 4.4122 -2.1421 -1.4088 -0.022 -0.012 -0.049 1.099
C 3.5497 0.5527 -0.3089 0.170 0.101 -0.028 -0.432
O 2.4565 0.3742 -1.0553 0.014 0.058 -0.112 -0.260
C 3.7508 1.7007 0.4776 -0.003 0.142 -0.054 -0.170
C 2.6175 2.6669 0.6499 0.142 -0.056 -0.151 -0.139
N 1.5379 2.0107 1.4117 -0.104 -0.023 0.222 -0.087
C 1.9899 1.5600 2.7239 0.086 -0.029 0.031 -0.133
C 2.4442 0.1147 2.7633 0.082 -0.115 0.059 -0.280
C 3.1899 -0.3139 3.8590 -0.003 0.065 -0.038 -0.009
C 3.6392 -1.6193 3.9015 -0.009 -0.038 0.000 -0.034
C 3.3389 -2.4586 2.8372 0.018 0.011 0.073 -0.033
C 2.5905 -1.9495 1.7950 -0.101 0.006 -0.063 -0.143
N 2.1367 -0.6916 1.7528 -0.229 -0.044 0.132 0.086
C 4.9449 1.9187 1.1462 0.013 -0.062 0.059 -0.112
H 6.5866 -0.8985 0.2747 -0.011 -0.014 0.008 0.083
H 2.9610 3.5733 1.1582 0.032 -0.022 0.015 0.137
H 2.2304 2.9564 -0.3267 0.113 0.010 0.203 0.093
H 0.7606 2.6480 1.5311 0.079 0.144 -0.030 0.100
H 2.8391 2.1607 3.0685 -0.090 0.083 0.063 0.131
H 1.1895 1.7141 3.4533 -0.051 -0.044 -0.011 0.130
H 3.4366 0.3850 4.6484 -0.005 0.000 0.013 0.126
H 4.2262 -1.9720 4.7392 0.013 0.005 -0.012 0.120
H 3.6912 -3.4802 2.8073 -0.006 0.002 -0.016 0.116
H 2.3631 -2.5656 0.9358 -0.020 -0.022 -0.009 0.062
H 5.0680 2.8189 1.7361 -0.010 0.022 -0.016 0.106
C -3.0560 -2.3455 3.9965 0.005 -0.028 0.045 -0.036
N -1.8745 -1.6712 3.4733 0.120 -0.008 0.083 -0.149
C -0.9303 -1.1639 4.4583 -0.014 -0.008 0.019 -0.024
C -1.6555 -1.4223 2.1563 -0.422 -0.208 -0.128 -0.419
N -0.8366 -0.5349 1.7112 0.083 -0.012 -0.607 0.107
N -2.4397 -2.2366 1.3167 0.323 0.193 0.207 0.148
C -2.4396 -2.3336 -0.0730 0.146 0.243 -0.277 -0.540
N -2.9567 -3.5176 -0.5011 -0.148 -0.236 0.016 0.170
N -2.0613 -1.3782 -0.8406 -0.001 0.207 0.315 0.114
H -2.8571 -3.3908 4.2468 0.009 -0.006 -0.010 0.103
H -3.8848 -2.2940 3.2932 -0.007 0.033 0.040 0.086
H -3.3742 -1.8389 4.9067 0.002 -0.007 0.005 0.100
H -0.9228 -1.8369 5.3135 -0.011 0.012 0.006 0.104
H -1.1979 -0.1632 4.8111 -0.005 0.012 -0.001 0.102
H 0.0779 -1.1441 4.0441 0.014 -0.046 0.023 0.081
H -0.4345 -0.0003 2.4709 0.111 -0.064 0.024 0.038
H -2.7971 -3.0598 1.7733 0.023 0.071 0.037 0.122
H -2.9943 -4.3187 0.1061 0.076 -0.033 -0.036 0.110
H -2.9155 -3.7253 -1.4844 0.006 0.002 0.010 0.116
H -2.0772 -1.6989 -1.8054 0.055 0.088 -0.021 0.057
N -1.8341 3.0052 -8.1329 -0.015 0.004 0.016 0.200
C -1.4619 2.6747 -7.0989 0.036 -0.006 0.003 -0.155
C -0.9975 2.2535 -5.8037 -0.014 0.010 -0.032 -0.201
C 0.2712 2.6003 -5.3554 0.003 0.029 -0.008 0.023
C 0.6607 2.1670 -4.0994 0.013 -0.015 0.047 -0.118
N -0.1157 1.4341 -3.2982 0.096 0.007 -0.139 0.025
C -1.3233 1.1026 -3.7478 -0.029 0.058 -0.009 -0.128
C -1.8154 1.4852 -4.9828 -0.023 -0.008 0.003 0.011
H 0.9358 3.1902 -5.9705 0.003 -0.003 0.004 0.133
H 1.6487 2.4089 -3.7218 0.002 -0.005 -0.001 0.127
H -1.9269 0.4971 -3.0832 -0.054 -0.053 0.081 0.091
H -2.8045 1.1943 -5.3082 0.011 -0.017 0.003 0.127
C -5.2873 0.8351 0.9197 0.000 -0.036 -0.002 0.022
N -4.3170 1.7307 0.2339 0.042 -0.028 0.036 -0.173
C -4.3016 1.4862 -1.2371 0.039 0.071 -0.004 0.027
C -2.9383 1.6033 0.8563 -0.028 0.047 -0.091 -0.097
C -2.0014 2.6163 0.2676 0.139 0.199 -0.036 -0.251
C -2.4206 3.9528 0.3271 -0.005 -0.089 0.017 -0.046
C -1.7149 4.9650 -0.2889 -0.023 0.071 -0.011 -0.045
C -0.5496 4.6476 -0.9686 0.094 0.016 0.001 -0.036
C -0.0977 3.3384 -0.9916 -0.101 0.101 0.090 -0.152
C -0.7955 2.3006 -0.3668 -0.276 -0.339 -0.298 -0.191
H -6.2752 0.9782 0.4899 0.004 0.002 -0.001 0.112
H -5.3043 1.0732 1.9801 0.003 -0.002 0.003 0.110
H -4.9596 -0.1915 0.7687 0.002 -0.005 0.000 0.104
H -4.6159 2.6969 0.3721 -0.037 -0.020 0.022 0.162
H -3.8443 0.5162 -1.3995 0.049 -0.138 -0.029 0.083
H -3.7137 2.2657 -1.7144 0.029 -0.024 -0.003 0.107
H -5.3245 1.5053 -1.6050 0.013 0.005 0.002 0.113
H -2.5941 0.5954 0.6708 -0.023 -0.201 -0.069 0.070
H -3.0916 1.7550 1.9263 0.029 -0.027 0.001 0.144
H -3.3239 4.2108 0.8758 0.020 0.020 0.016 0.120
H -2.0658 5.9868 -0.2409 0.005 0.000 0.015 0.120
H 0.0207 5.4228 -1.4640 -0.005 -0.008 -0.010 0.123
H 0.8306 3.1349 -1.5020 -0.125 -0.038 -0.166 0.072
S 1.8059 -2.6503 -4.2187 -0.028 0.002 -0.039 1.091
C 1.1990 -1.3378 -3.3067 -0.105 0.023 -0.038 -0.474
N 0.7244 -1.5967 -2.1279 0.200 0.007 0.249 -0.002
C 0.8972 -2.9544 -1.8459 -0.178 0.012 0.023 -0.359
C 0.6029 -3.5937 -0.6408 -0.051 0.078 0.048 -0.064
C 0.8662 -4.9408 -0.5125 -0.004 0.000 0.014 -0.067
C 1.4142 -5.6746 -1.5728 -0.005 0.001 -0.027 -0.062
C 1.7162 -5.0611 -2.7698 0.010 -0.006 0.032 -0.068
C 1.4554 -3.6971 -2.8918 -0.002 -0.021 0.008 -0.505
H 1.2102 -0.3487 -3.7300 0.033 0.020 0.060 0.060
H 0.2182 -3.0178 0.1898 -0.081 0.059 0.063 0.090
H 0.6628 -5.4407 0.4261 0.004 0.006 -0.003 0.110
H 1.6146 -6.7296 -1.4470 0.005 -0.001 0.001 0.115
H 2.1624 -5.6171 -3.5831 -0.016 -0.003 -0.007 0.121
```
Positions in Å, forces in eV/Å.

***

no.,LUMO energy (hartree)
1,0.0109
2,0.0272
3,-0.1894